Entry 1:
Computed, not measured: C2H5N3 as an isolated structure, with ωB97M-V/def2-TZVPD.

Each line ends with the natural charge from an NBO analysis.
Atoms and positions in Å:
H (-0.625, 1.788, 0.043)  0.354
H (0.241, -1.987, 0.025)  0.390
N (-1.212, 1.052, -0.339)  -0.836
H (-1.531, -0.650, 0.556)  0.222
C (2.031, -0.409, -0.184)  0.311
N (0.177, -1.022, -0.499)  -0.466
C (-0.639, -0.199, 0.267)  -0.129
N (2.932, 0.066, 0.312)  -0.419
H (-0.258, 0.137, 1.164)  0.200
H (-1.116, 1.223, -1.344)  0.373

Results
M: 71.1 g/mol
E: -6621.1223 eV
Max |F|: 6.9 eV/A
LUMO level: -1.11 eV
Energy above the lowest of the compared OMol25 structures with the same formula, charge and spin: 3.815 eV
HOMO-LUMO gap: 9.1851 eV

Entry 2:
Computed, not measured: a 2-piece molecular cluster, C2H5N3 overall, with ωB97M-V/def2-TZVPD.

Each line ends with the natural charge from an NBO analysis.
Atoms and positions in Å:
H (2.027, -0.670, -1.384)  0.142
N (2.138, 0.895, 0.007)  -0.589
H (2.146, 1.586, -0.741)  0.335
C (2.072, -0.298, -0.355)  -0.041
C (-2.527, 0.099, 0.379)  -0.240
N (-2.027, 0.008, -0.968)  -0.062
H (2.062, -1.054, 0.422)  0.153
H (-2.420, -0.764, 1.018)  0.176
N (-1.338, 0.658, -0.207)  -0.050
H (-3.356, 0.764, 0.567)  0.176

Results
M: 71.1 g/mol
E: -6621.9739 eV
Max |F|: 1.4 eV/A
LUMO level: 0.73 eV
Energy above the lowest of the compared OMol25 structures with the same formula, charge and spin: 2.963 eV
HOMO-LUMO gap: 10.6007 eV

Entry 3:
Computed, not measured: a 2-piece molecular cluster, C2H5N3 overall, with ωB97M-V/def2-TZVPD.

Each line ends with the natural charge from an NBO analysis.
Atoms and positions in Å:
N (2.532, 0.361, 0.228)  -0.358
N (-2.180, -0.098, -0.285)  -0.632
H (0.726, -0.818, 1.297)  0.183
H (0.137, -1.441, -0.338)  0.218
C (0.558, -0.629, 0.238)  -0.294
H (3.217, 0.831, -0.377)  0.313
C (-1.255, 0.423, 0.309)  0.211
H (-3.096, 0.345, -0.313)  0.368
H (-1.069, 1.332, 0.860)  0.167
N (1.510, 0.072, -0.452)  -0.176

Results
M: 71.1 g/mol
E: -6621.2452 eV
Max |F|: 4.7 eV/A
LUMO level: 0.34 eV
Energy above the lowest of the compared OMol25 structures with the same formula, charge and spin: 3.692 eV
HOMO-LUMO gap: 9.2009 eV

Entry 4:
Computed, not measured: C2H5N3O as an isolated structure, with ωB97M-V/def2-TZVPD.

Each line ends with the natural charge from an NBO analysis.
Atoms and positions in Å:
H (0.640, -0.364, 1.367)  0.364
H (-1.808, 2.082, -1.671)  0.478
H (-1.062, 1.059, 2.010)  0.228
H (1.791, -1.678, 0.740)  0.130
O (-1.388, 1.095, -1.281)  -0.618
C (1.566, -1.432, -0.571)  -0.135
N (-1.825, 1.086, 0.197)  -0.201
N (0.762, -0.355, -0.764)  -0.166
H (2.081, -1.991, -1.413)  0.218
C (-0.926, 0.654, 0.906)  0.195
N (0.169, -0.156, 0.479)  -0.493

Results
M: 87.1 g/mol
E: -8666.3798 eV
Max |F|: 5.8 eV/A
LUMO level: 0.46 eV
Energy above the lowest of the compared OMol25 structures with the same formula, charge and spin: 7.263 eV
HOMO-LUMO gap: 9.1375 eV

Entry 5:
Computed, not measured: a single C2H5N3O molecule, with ωB97M-V/def2-TZVPD.

Each line ends with the natural charge from an NBO analysis.
Atoms and positions in Å:
H (2.776, 0.678, 0.097)  0.447
H (1.087, 1.259, 1.007)  0.420
N (1.685, 0.704, 0.298)  -0.882
N (-1.312, 1.166, -0.349)  -0.625
N (-1.430, -1.042, 0.531)  -0.813
C (0.769, -0.325, -0.064)  0.608
O (1.080, -1.452, -0.398)  -0.571
C (-0.719, 0.113, -0.006)  0.306
H (-0.836, -1.740, -0.279)  0.395
H (-0.665, 1.793, -0.762)  0.343
H (-2.435, -1.154, -0.075)  0.372

Results
M: 87.1 g/mol
E: -8670.9865 eV
Max |F|: 7.1 eV/A
LUMO level: 0.52 eV
Energy above the lowest of the compared OMol25 structures with the same formula, charge and spin: 2.656 eV
HOMO-LUMO gap: 10.5951 eV

Entry 6:
Computed, not measured: a 2-piece molecular cluster, C2H5N3O2 overall, with ωB97M-V/def2-TZVPD.

Each line ends with the natural charge from an NBO analysis.
Atoms and positions in Å:
H (1.349, 3.231, -0.395)  0.121
O (0.322, -1.658, 1.655)  -0.655
H (-0.341, -1.015, 1.574)  0.478
O (1.319, 1.853, -1.881)  -0.540
H (-1.337, 1.198, 1.056)  0.313
C (0.493, -2.126, 0.427)  0.412
H (1.284, -2.772, 0.297)  0.155
C (0.890, 2.298, -0.849)  0.477
N (-1.236, 1.901, 0.332)  -0.212
H (-0.439, -2.228, -1.417)  0.375
N (-0.419, -1.836, -0.430)  -0.764
N (-0.053, 1.838, 0.018)  -0.160

Results
M: 103.1 g/mol
E: -10717.0094 eV
Max |F|: 4.5 eV/A
LUMO level: -0.23 eV
Energy above the lowest of the compared OMol25 structures with the same formula, charge and spin: 4.801 eV
HOMO-LUMO gap: 9.3854 eV

Entry 7:
Computed, not measured: a single C2H5N3O2 molecule, with ωB97M-V/def2-TZVPD.

Each line ends with the natural charge from an NBO analysis.
Atoms and positions in Å:
C (-1.228, 0.574, -0.032)  0.184
H (-2.881, -1.833, -0.217)  0.478
O (2.784, -0.930, 0.062)  -0.577
O (-2.775, -0.931, 0.174)  -0.575
H (2.874, -1.861, -0.004)  0.475
N (-0.014, 1.164, -0.140)  -0.596
C (1.208, 0.589, 0.097)  0.168
H (-2.033, 1.226, 0.257)  0.174
N (-1.467, -0.694, -0.242)  -0.169
H (0.017, 2.185, -0.170)  0.409
H (2.072, 1.197, 0.399)  0.186
N (1.443, -0.685, -0.185)  -0.156

Results
M: 103.1 g/mol
E: -10716.4689 eV
Max |F|: 4.0 eV/A
LUMO level: 0.74 eV
Energy above the lowest of the compared OMol25 structures with the same formula, charge and spin: 5.341 eV
HOMO-LUMO gap: 9.0239 eV

Entry 8:
Computed, not measured: a 2-piece molecular cluster, C2H5N3O2 overall, with ωB97M-V/def2-TZVPD.

Each line ends with the natural charge from an NBO analysis.
Atoms and positions in Å:
H (0.534, -1.844, -1.182)  0.204
C (0.151, -0.956, -0.854)  -0.035
N (-1.286, 0.788, -1.377)  -0.648
H (1.484, 0.035, 2.426)  0.498
H (0.969, 1.442, 0.140)  0.399
N (-0.549, -0.407, -1.770)  -0.196
N (0.486, 0.777, 0.845)  -0.296
H (-2.627, 0.396, -1.656)  0.326
H (-1.520, 0.864, -0.379)  0.345
O (0.686, -1.488, 1.236)  -0.578
O (1.088, 0.901, 2.066)  -0.570
C (0.583, -0.508, 0.505)  0.550

Results
M: 103.1 g/mol
E: -10714.8440 eV
Max |F|: 5.6 eV/A
LUMO level: -0.04 eV
Energy above the lowest of the compared OMol25 structures with the same formula, charge and spin: 6.966 eV
HOMO-LUMO gap: 9.7997 eV

Entry 9:
Computed, not measured: a single C2H5N3O2 molecule, with ωB97M-V/def2-TZVPD.

Each line ends with the natural charge from an NBO analysis.
Atoms and positions in Å:
C (1.635, -0.002, 0.127)  0.180
H (2.597, 0.114, -0.365)  0.197
H (-2.620, 0.679, -0.269)  0.339
O (0.905, 1.071, -0.369)  -0.392
H (-0.827, 1.821, -0.190)  0.364
H (1.743, 0.069, 1.277)  0.162
H (-0.613, -1.983, -0.342)  0.385
N (-2.242, -0.246, -0.197)  -0.676
N (-0.228, -1.265, 0.259)  -0.340
O (1.050, -1.203, -0.291)  -0.375
C (-1.041, -0.151, 0.062)  0.513
N (-0.361, 1.098, 0.299)  -0.356

Results
M: 103.1 g/mol
E: -10716.3940 eV
Max |F|: 3.0 eV/A
LUMO level: 0.85 eV
Energy above the lowest of the compared OMol25 structures with the same formula, charge and spin: 5.416 eV
HOMO-LUMO gap: 10.3992 eV

Entry 10:
Computed, not measured: a single C2H5N3O3 molecule, with ωB97M-V/def2-TZVPD.

Each line ends with the natural charge from an NBO analysis.
Atoms and positions in Å:
H (0.167, -2.960, 0.750)  0.472
H (-1.009, -0.784, 1.491)  0.407
C (0.554, 1.750, -1.090)  0.523
H (1.398, 2.537, -1.700)  0.164
O (-0.046, 2.378, -0.143)  -0.705
O (-2.078, 0.762, 0.267)  -0.561
N (-1.289, -0.431, 0.375)  -0.310
H (1.651, -1.584, -0.522)  0.418
N (0.994, -1.142, 0.292)  -0.311
C (-0.022, -0.335, -0.231)  0.634
H (-1.407, 1.596, 0.482)  0.509
O (0.593, -2.194, 1.267)  -0.574
N (0.493, 0.406, -1.237)  -0.665

Results
M: 119.1 g/mol
E: -12762.0906 eV
Max |F|: 4.3 eV/A
LUMO level: -0.07 eV
Energy above the lowest of the compared OMol25 structures with the same formula, charge and spin: 5.511 eV
HOMO-LUMO gap: 9.6884 eV